Entry 1:
9 unconnected molecules or ions with the total composition C9H27N9O18, computed with wB97M-V/def2-TZVPD.

XYZ file:
```
63
C9H27N9O18 (wB97M-V/def2-TZVPD)
O -3.9418 -1.4955 5.1302
O -7.8963 3.7054 0.4142
O 3.7345 -5.5172 1.0102
O -0.8012 -0.9415 -3.0239
O 8.6014 -0.7450 4.7070
O -0.2178 0.9719 -12.0350
O 7.2146 -0.9844 3.0424
O -3.9090 -7.5254 -1.7104
O 1.8740 0.5224 -11.6082
O -9.2207 2.3296 1.4823
O -5.4690 -0.5609 6.4597
O -2.5623 5.2998 2.8196
O 1.2395 -0.1898 -3.1467
O -0.9627 6.7358 2.4579
O 5.3498 -6.8606 1.1858
O -1.9186 -7.2096 -1.1276
O 6.7010 6.0590 -1.5340
O 6.2793 4.4271 -0.2187
N -8.3205 2.6035 0.7165
N -2.1385 6.4378 2.7404
N 4.5195 -6.2755 0.5073
N 6.1519 4.9975 -1.2734
N -3.0904 -6.9292 -1.0439
N 0.1836 -0.4308 -2.5351
N 7.4799 -0.9473 4.2450
N -4.3079 -0.8463 6.1368
N 0.7317 0.8080 -11.2895
C -3.3324 -0.5695 7.2309
C -3.0771 7.5128 3.1175
C -7.5381 1.4123 0.1890
C 0.4286 0.9206 -9.8621
C 4.5677 -6.4237 -0.9699
C 0.1548 0.0061 -1.1485
C 5.2103 4.4112 -2.2464
C 6.3239 -0.9852 5.2130
C -3.5960 -5.8794 -0.0992
H -8.0163 0.4536 0.3896
H -2.7053 8.3843 3.6564
H 1.3471 1.0680 -9.2941
H 6.1105 -2.0350 5.4140
H 5.0789 3.3623 -1.9807
H 4.2930 4.9738 -2.4199
H -2.8340 -5.1900 0.2643
H -7.5399 1.5498 -0.8923
H -0.6782 -0.4745 -0.6354
H 4.3750 -7.4666 -1.2218
H -3.5112 7.8720 2.1844
H 1.1067 -0.2484 -0.6824
H 3.7068 -5.8224 -1.2619
H -6.4994 1.3962 0.5190
H -3.9178 7.1119 3.6838
H 5.7286 4.3650 -3.2042
H 0.0768 1.0928 -1.1163
H 6.6012 -0.4903 6.1438
H -3.5347 -1.4700 7.8108
H 5.4619 -6.0032 -1.4300
H 5.4542 -0.5767 4.6984
H -4.2368 -5.1672 -0.6192
H -3.5705 0.4234 7.6123
H -0.1581 0.1091 -9.4314
H -2.3240 -0.6364 6.8225
H -4.0611 -6.2322 0.8213
H -0.1991 1.8063 -9.7642
```

Summary:
Relative energy (zero: lowest compared OMol25 entry of this formula, charge and spin) in kcal per mole: 61.13
SMILES: C[N+](=O)[O-].C[N+](=O)[O-].C[N+](=O)[O-].C[N+](=O)[O-].C[N+](=O)[O-].C[N+](=O)[O-].C[N+](=O)[O-].C[N+](=O)[O-].C[N+](=O)[O-]
Total charge: 0
HOMO energy in eV: -11.02
LUMO level in eV: -0.4
Gap between HOMO and LUMO in eV: 10.67

Atom charges from the Mulliken analysis, given in e for atoms 1 to 6: -0.49 -0.51 -0.52 -0.51 -0.50 -0.51


Entry 2:
9 unconnected molecules or ions with the total composition C9H27N9O18, computed with wB97M-V/def2-TZVPD.

XYZ file:
```
63
C9H27N9O18 (wB97M-V/def2-TZVPD)
O 12.6044 -25.6360 3.5387
O 11.1905 -22.8413 -0.2763
O 14.2734 -24.2263 0.7607
O 9.7794 -22.8701 -3.3881
O 11.5621 -15.9940 -2.0579
O 11.4974 -27.3429 -2.5018
O 14.6193 -24.9904 3.9238
O 15.3835 -19.7399 5.0392
O 8.3896 -21.4978 -4.3031
O 15.0155 -22.7411 -4.1230
O 12.9574 -17.5278 -2.6537
O 11.8957 -21.3018 5.0799
O 14.9419 -20.8418 3.2385
O 12.2097 -21.0491 0.3314
O 15.0404 -22.3691 -1.9968
O 11.3231 -25.9705 -4.1523
O 10.9919 -19.3551 4.9261
O 15.4386 -25.1598 -0.7916
N 11.6834 -20.1739 5.4874
N 13.6699 -25.7171 4.1157
N 11.7715 -22.1528 0.5600
N 10.9659 -26.4185 -3.0863
N 11.9146 -17.1498 -2.1685
N 15.1347 -20.7651 4.4280
N 9.0650 -21.8846 -3.3784
N 14.5063 -22.7312 -3.0234
N 14.4452 -25.0508 -0.1149
C 10.9614 -18.1797 -1.6809
C 13.8114 -26.7773 5.1680
C 11.8219 -22.6356 1.9809
C 15.0168 -22.0214 5.2116
C 8.9332 -21.1736 -2.0701
C 9.8298 -25.7609 -2.3854
C 12.3447 -19.7531 6.7495
C 13.3552 -26.0519 -0.3375
C 13.0893 -23.1928 -2.9031
H 10.6886 -17.9626 -0.6543
H 13.2052 -19.1385 6.5058
H 9.7664 -21.5143 -1.4664
H 11.5965 -19.2509 7.3517
H 14.1813 -22.5583 4.7836
H 10.3114 -25.1339 -1.6344
H 15.9380 -22.5937 5.1490
H 12.4897 -22.3294 -2.6389
H 12.6787 -20.6550 7.2555
H 11.2704 -23.5668 2.0080
H 14.4952 -26.3875 5.9090
H 9.2340 -26.5399 -1.9242
H 10.0904 -18.1163 -2.3286
H 8.9973 -20.1092 -2.2565
H 14.8653 -21.7413 6.2483
H 13.0931 -23.9352 -2.1165
H 12.4247 -25.6116 0.0012
H 11.4279 -19.1558 -1.7598
H 12.8074 -23.5735 -3.8774
H 14.1527 -27.6759 4.6680
H 11.3009 -21.8519 2.5227
H 7.9529 -21.4483 -1.6963
H 13.3689 -26.3678 -1.3727
H 12.8609 -22.7547 2.2594
H 9.2514 -25.1474 -3.0598
H 13.6211 -26.8834 0.3135
H 12.8119 -26.9071 5.5705
```

Summary:
Relative energy (zero: lowest compared OMol25 entry of this formula, charge and spin) in kcal per mole: 11.32
SMILES: C[N+](=O)[O-].C[N+](=O)[O-].C[N+](=O)[O-].C[N+](=O)[O-].C[N+](=O)[O-].C[N+](=O)[O-].C[N+](=O)[O-].C[N+](=O)[O-].C[N+](=O)[O-]
Total charge: 0
HOMO energy in eV: -10.49
LUMO level in eV: -0.4
Gap between HOMO and LUMO in eV: 10.11

Atom charges from the Mulliken analysis, given in e for atoms 1 to 6: -0.49 -0.46 -0.44 -0.51 -0.56 -0.59